Formula: C20H37NO11
Source: the OMol25 dataset
Level of theory: the ωB97M-V functional and the def2-TZVPD basis

Values from the calculation:
Total charge = 0
E_LUMO = 0.41 eV
Total energy = -1666.6845 a.u.
2S+1 = 1
Frontier orbital gap = 10.05 eV

```
69
Properties=species:S:1:pos:R:3:lowdin_charge:R:1
C -3.5946 3.9958 -4.2236 -0.12
C -4.5827 3.0396 -3.5645 -0.25
C -3.9398 1.8894 -2.7823 -0.22
C -2.6850 2.2414 -1.9919 -0.20
C -2.0890 1.0139 -1.2782 -0.12
C -2.2920 0.9655 0.2435 -0.34
C -3.7645 0.8380 0.7087 -0.07
C -4.5718 2.1028 0.9111 -0.23
O -4.5984 3.0318 0.1530 0.07
C -1.5449 -0.3188 0.7657 -0.12
C -0.8232 0.1684 2.0066 -0.15
N -0.3724 1.4808 1.5049 0.08
C -1.5065 2.0683 0.9565 -0.44
O -1.7723 3.2381 1.0871 0.10
H -2.9265 4.4422 -3.4921 0.06
H -4.1027 4.7810 -4.7766 0.07
H -2.9651 3.4493 -4.9291 0.08
H -5.2014 2.6040 -4.3504 0.10
H -5.2603 3.5995 -2.9202 0.10
H -4.6859 1.5072 -2.0796 0.10
H -3.7161 1.0629 -3.4606 0.11
H -1.9351 2.6180 -2.6876 0.10
H -2.8920 3.0412 -1.2872 0.10
H -2.5229 0.0969 -1.6793 0.12
H -1.0146 0.9954 -1.4509 0.12
H -3.7696 0.3044 1.6599 0.11
H -4.2888 0.1963 -0.0016 0.13
H -5.2190 2.1171 1.8090 0.12
H -2.2108 -1.1666 0.9081 0.12
H -0.8122 -0.6248 0.0198 0.12
H -0.0201 -0.4585 2.3728 0.11
H -1.5974 0.3448 2.7619 0.12
H 0.1422 2.0633 2.1509 0.13
C 3.3735 0.7092 1.9580 -0.03
O 2.8956 -0.5522 2.4405 -0.01
C 3.8287 -1.5016 2.5101 -0.62
O 4.9872 -1.3780 2.2166 0.13
O 3.2486 -2.6163 2.9586 -0.01
C 4.1328 -3.7344 3.0797 -0.04
H 2.5140 1.3721 1.9369 0.07
H 4.1369 1.1175 2.6164 0.10
H 3.7710 0.6070 0.9506 0.10
H 4.9313 -3.5187 3.7864 0.10
H 4.5558 -3.9952 2.1113 0.10
H 3.5276 -4.5581 3.4467 0.09
C 4.7139 4.7450 -2.9914 -0.04
O 3.2998 4.5644 -2.8841 0.00
C 2.8729 4.3010 -1.6485 -0.63
O 3.5702 4.2077 -0.6704 0.12
O 1.5519 4.1567 -1.6835 0.01
C 0.9589 3.8885 -0.4068 -0.03
H 4.9099 4.9496 -4.0395 0.09
H 5.0408 5.5858 -2.3828 0.10
H 5.2408 3.8433 -2.6854 0.10
H 1.1427 4.7156 0.2766 0.11
H 1.3559 2.9640 0.0063 0.08
H -0.1079 3.7888 -0.5621 0.07
C 1.4456 -5.3081 0.8533 -0.04
O 1.9527 -6.6411 0.9514 0.00
C 1.0612 -7.5343 1.3820 -0.63
O -0.0817 -7.3025 1.6769 0.12
O 1.6552 -8.7255 1.4293 0.00
C 0.8077 -9.7877 1.8769 -0.04
H 2.2683 -4.6953 0.4963 0.09
H 0.6214 -5.2598 0.1443 0.10
H 1.1189 -4.9478 1.8271 0.10
H -0.0409 -9.9090 1.2068 0.10
H 0.4537 -9.5956 2.8878 0.10
H 1.4205 -10.6836 1.8635 0.09
```